[1]
This record from the OMol25 dataset describes a structure of composition C29H51N12O4SeTa at a distorted geometry. The level of theory is the ωB97M-V functional and the def2-TZVPD basis.

```
98
Properties=species:S:1:pos:R:3:mulliken_charge:R:1
Ta -0.30910 0.44666 0.47621 0.167
Se -1.79449 -1.49666 0.03586 0.486
O -3.30978 2.42160 2.47637 -0.549
O 1.13388 -0.55904 1.38008 0.116
O -1.80992 1.52848 1.07654 1.497
O 2.12209 -1.75717 2.98171 -0.648
N -0.90353 -3.88735 1.68589 1.062
N -1.05648 1.30710 -1.60489 0.260
N 0.29660 -2.89181 0.07534 0.287
N 1.27025 2.13985 0.21954 -0.036
N -4.31385 0.12557 -0.19495 -0.534
N -2.76679 2.85750 -1.16200 0.571
N 1.78488 4.34815 0.89613 0.243
N -3.01848 1.38272 -2.91024 0.404
N -0.78741 0.08494 2.71465 1.065
N 0.95378 2.70062 2.39219 1.332
N 1.34929 -0.29194 -1.34833 0.880
N 1.37792 -4.48435 1.48614 0.308
C -1.94360 3.81938 -0.46465 -1.045
C -4.19463 3.08240 -1.01302 -1.229
C 1.20710 -2.86939 -1.04174 -1.899
C -3.19509 -0.01638 -3.23941 -1.038
C 2.05272 -1.58938 -1.15365 -0.885
C 2.76811 -4.11790 1.32127 -1.040
C 0.01564 -0.69308 3.41467 0.434
C -0.25821 -0.96926 4.74866 -0.693
C 2.40455 5.15578 1.93075 -1.107
C 0.17398 3.64808 3.17567 -1.278
C -1.40614 -0.41253 5.30558 -0.770
C -0.30129 0.89575 -2.80032 -1.185
C 1.23114 -5.70623 2.25294 -1.156
C -1.97047 -4.54814 0.95669 -1.258
C -2.27575 1.82969 -1.87118 -0.535
C -1.00479 -3.98988 3.12424 -1.461
C 1.37286 3.09044 1.11446 -0.868
C 2.41140 0.73696 -1.42113 -1.469
C 0.32726 -3.75743 1.04861 -0.365
C -3.33641 -0.46857 -0.09493 -0.010
C -3.78974 2.27104 -3.75393 -1.262
C -2.44556 1.63071 2.21516 -0.218
C 1.21407 -1.08535 2.56420 0.265
C 1.62739 5.07106 -0.35122 -1.048
C 1.92587 1.94889 3.17749 -1.163
C -2.22379 0.42513 4.55026 -1.013
C 1.99887 2.16510 -1.03010 -0.915
C 0.54014 -0.35465 -2.57527 -1.171
C -1.85584 0.66244 3.23198 0.372
H -0.37888 4.30056 2.50434 0.392
H -2.54041 -0.65344 -2.64893 0.181
H -2.28609 3.92512 0.56638 0.294
H 1.22843 6.06035 -0.12355 0.404
H -4.86325 2.12483 -3.63232 0.388
H -3.11113 0.88891 4.95123 0.642
H 0.22812 -6.10680 2.16970 0.292
H 2.86344 -3.08248 1.01864 0.204
H 2.47860 1.26573 2.53481 0.258
H 2.76262 -1.73805 -1.97782 0.595
H 1.91449 -3.70561 -1.01660 0.531
H 1.72001 5.90987 2.32440 0.369
H 2.84515 0.76469 -2.42873 0.370
H 3.19977 0.43262 -0.72863 0.529
H -2.92942 -4.08344 1.19294 0.363
H -0.90726 3.49124 -0.46601 0.058
H 1.92048 -6.45111 1.85123 0.413
H -2.02660 -5.61136 1.21005 0.350
H 2.91899 2.74813 -0.92848 0.877
H 0.59518 -3.00593 -1.94301 0.544
H -3.53740 2.06182 -4.79649 0.379
H 2.77411 4.54191 2.74427 0.308
H 3.25633 5.67529 1.49052 0.436
H 3.26098 -4.77294 0.59874 0.329
H -2.02867 4.79292 -0.95910 0.657
H 0.40950 -1.59318 5.31838 0.624
H -1.79469 -4.44188 -0.11089 0.334
H -0.07326 -3.66812 3.58339 0.506
H -4.55725 3.89001 -1.64983 0.351
H -1.81090 -3.32957 3.45767 0.239
H -4.22478 -0.30580 -3.01528 0.337
H -4.73939 2.16943 -1.22512 0.456
H 2.58109 5.20672 -0.86201 0.354
H -3.53392 3.30612 -3.55360 0.397
H 1.48141 -5.54966 3.30661 0.373
H -1.24931 -4.99901 3.46660 0.458
H 1.41190 1.38055 3.95152 0.236
H -4.39299 3.35385 0.02204 0.358
H 2.61790 -1.49251 -0.22613 0.225
H 1.17904 -0.51387 -3.45493 0.411
H 3.26937 -4.22731 2.28509 0.406
H 1.39645 2.62111 -1.81696 0.056
H -0.13340 -1.21030 -2.48372 0.251
H -0.95288 0.70767 -3.65519 0.935
H 0.78188 4.24895 3.85468 0.432
H 0.92991 4.56747 -1.00884 0.291
H 2.63974 2.60885 3.68183 0.544
H -0.54393 3.08832 3.77727 0.269
H -3.01649 -0.18445 -4.30326 0.380
H -1.65290 -0.62086 6.33533 0.537
H 0.35033 1.72231 -3.10679 0.183
```

HOMO energy ... -13.1311 eV
Frontier orbital gap ... 6.47 eV
Total charge ... +2
Relative energy (zero: lowest compared OMol25 entry of this formula, charge and spin) ... 108.2 kJ/mol

[2]
This record from the OMol25 dataset describes a structure of composition C29H52BN8OSn. The level of theory is the ωB97M-V functional and the def2-TZVPD basis.

```
92
Properties=species:S:1:pos:R:3:mulliken_charge:R:1
Sn 0.07832 0.23664 1.87510 1.425
O 0.13202 -0.73003 4.17118 -0.634
N 0.60476 -2.46667 5.55263 -0.428
N -0.85193 1.64232 0.30681 0.047
N -0.24053 -0.49644 6.38894 -0.225
N 1.51720 0.08031 -1.13460 0.727
N -0.56786 1.57311 -1.03303 0.468
N -0.85045 -1.25421 0.05545 0.155
N 1.87961 0.37202 0.06886 -0.237
N -0.78575 -0.93891 -1.20623 0.470
C -2.88019 -1.95379 2.31690 -1.156
C -1.12336 -3.06224 -4.01228 -1.503
C -1.30446 4.62022 2.21541 -1.390
C -1.98708 3.29226 1.85803 0.567
C 3.29033 1.22639 2.45910 -1.576
C -1.56851 -1.81976 -1.94684 -0.063
C 0.53667 3.47807 -3.39190 -1.169
C 4.03978 0.42593 1.39900 0.683
C 2.63379 -0.40479 -1.88426 -0.169
C -3.23036 -1.67034 -3.76222 -1.609
C 0.16430 -1.21186 5.33731 0.558
C -1.68470 -2.38164 0.19948 -0.696
C -0.73717 0.86446 6.26442 -0.742
C -2.13266 -2.74312 -1.03118 -0.340
C 2.74512 0.23311 -4.28814 -1.301
C 2.51887 -0.90910 -3.27269 1.932
C 3.26930 0.15294 0.16380 -0.746
C -1.84361 2.29446 2.99836 -1.647
C -1.64911 3.47736 -0.68082 -1.148
C 4.58517 -0.90139 1.97339 -1.313
C -1.51088 2.14221 -4.13651 -1.414
C -0.91911 3.09835 -3.09302 0.199
C -1.50270 2.80579 0.52442 -0.453
C -1.73274 -1.77411 -3.40490 1.305
C -1.95078 -2.91840 1.56096 0.765
C -1.05726 2.69834 -1.65065 0.265
C 3.72431 -0.33353 -1.05104 -0.501
C 3.51744 -2.04532 -3.51478 -1.792
C -2.53788 -4.32522 1.50888 -1.861
B 0.04126 0.32814 -1.65033 1.262
H -1.50979 4.01453 -3.15070 0.552
H 0.97020 -2.99052 4.77983 0.199
H 4.90884 1.00488 1.06400 0.484
H -3.78032 -2.54751 -3.42272 0.402
H -3.84636 -1.87709 1.81742 0.389
H -0.06705 -3.17506 -3.76660 0.325
H -3.04236 -2.32137 3.32895 0.409
H -0.88023 1.26878 7.26193 0.396
H 3.69613 0.73249 -4.10291 0.399
H 0.64191 3.75243 -4.44124 0.422
H 0.08668 0.39323 -2.82369 -0.584
H -0.98586 -2.94437 2.08571 0.061
H -2.46678 -0.94276 2.40128 0.230
H 4.54231 -1.67254 -3.51145 0.414
H -0.82575 1.34225 -4.40919 0.129
H 0.67609 -2.86616 6.47266 0.182
H -0.79760 2.18734 3.32034 0.179
H 2.76745 2.09037 2.04166 0.383
H 1.21413 2.64769 -3.18828 0.049
H -2.37222 2.65990 3.87913 0.628
H 4.73740 -0.60901 -1.29103 0.615
H -1.71274 5.01000 3.14683 0.434
H -2.45630 1.70949 -3.80361 0.257
H -3.31954 -1.61800 -4.84640 0.453
H 2.59305 0.59275 3.01853 0.134
H -3.05469 3.49037 1.72051 0.461
H -1.65807 -3.94758 -3.67033 0.413
H 3.42988 -2.83626 -2.76996 0.433
H 3.33506 -2.47890 -4.49663 0.453
H 5.20665 -0.67917 2.83931 0.430
H -0.19738 -0.90520 7.30751 0.215
H -0.01546 1.48937 5.73950 0.194
H -1.89900 -5.01111 0.95294 0.460
H -1.45704 5.37262 1.44411 0.418
H -1.69298 0.88700 5.73993 0.224
H -2.65278 -4.71604 2.51813 0.452
H 5.19210 -1.44044 1.24850 0.436
H 1.94832 0.97173 -4.26247 0.184
H -0.22898 4.47931 2.34546 0.310
H 0.85533 4.32641 -2.78709 0.385
H -2.78032 -3.56506 -1.28478 0.605
H -3.68789 -0.77872 -3.33509 0.399
H 4.00001 1.60565 3.19305 0.518
H -3.52761 -4.31739 1.04909 0.376
H -1.20678 -0.90566 -3.79848 -0.318
H 3.76497 -1.54633 2.29513 0.280
H 1.49806 -1.28234 -3.40471 -0.835
H -1.22336 -3.00329 -5.09528 0.470
H -2.28213 1.31521 2.77041 0.220
H -1.71375 2.70466 -5.04692 0.532
H -2.13218 4.42728 -0.83810 0.593
H 2.77952 -0.19947 -5.28714 0.438
```

HOMO energy (alpha / beta) ... -17.0444 / -17.0443 eV
Frontier orbital gap (alpha / beta) ... 5.20 / 5.10 eV
Total charge ... +3
Relative energy (zero: lowest compared OMol25 entry of this formula, charge and spin) ... 74.7 kJ/mol